[1]
{"formula": "C24H31N5O2", "method": "ωB97M-V/def2-TZVPD", "relative_energy_kcal_mol": 124.1, "spin_multiplicity": 1, "elements": ["O", "C", "O", "C", "C", "C", "H", "H", "H", "H", "H", "H", "N", "C", "C", "C", "C", "H", "H", "H", "H", "H", "N", "C", "C", "C", "C", "H", "H", "H", "H", "H", "N", "C", "C", "C", "C", "H", "H", "H", "H", "H", "N", "C", "C", "C", "C", "H", "H", "H", "H", "H", "N", "C", "C", "C", "C", "H", "H", "H", "H", "H"], "coordinates": [[-0.490, -2.962, 2.165], [-1.589, -2.560, 1.888], [-2.353, -1.948, 2.773], [-3.502, -1.387, 2.172], [-3.623, -2.176, 0.833], [-2.340, -2.823, 0.582], [-3.464, -0.349, 1.840], [-4.323, -1.538, 2.873], [-3.715, -1.448, 0.026], [-4.433, -2.904, 0.807], [-1.803, -2.352, -0.241], [-2.470, -3.905, 0.543], [-0.517, 3.748, -1.881], [-1.706, 4.268, -1.443], [-1.611, 5.626, -1.651], [-0.541, 5.956, -2.449], [0.084, 4.713, -2.634], [-0.177, 2.807, -1.748], [-2.473, 3.663, -0.982], [-2.403, 6.334, -1.457], [-0.253, 6.964, -2.710], [1.056, 4.478, -3.041], [1.265, 0.014, -0.746], [0.482, 0.499, 0.300], [-0.815, 0.399, -0.056], [-0.887, 0.091, -1.460], [0.455, -0.159, -1.800], [2.237, 0.274, -0.834], [1.006, 0.875, 1.166], [-1.597, 0.709, 0.622], [-1.726, -0.012, -2.131], [0.795, -0.469, -2.778], [5.602, -1.301, -0.307], [6.423, -0.262, 0.190], [5.657, 0.352, 1.190], [4.365, -0.189, 1.253], [4.437, -1.233, 0.346], [5.826, -1.782, -1.166], [7.371, -0.018, -0.265], [6.003, 1.099, 1.888], [3.565, 0.155, 1.893], [3.699, -1.969, 0.065], [1.074, -1.055, 3.732], [0.553, 0.200, 3.980], [1.379, 0.749, 4.976], [2.318, -0.192, 5.419], [2.092, -1.322, 4.630], [0.963, -1.560, 2.864], [-0.121, 0.718, 3.314], [1.330, 1.757, 5.360], [3.019, 0.028, 6.210], [2.714, -2.203, 4.674], [-2.314, -2.605, -3.361], [-3.469, -1.929, -3.115], [-3.628, -1.019, -4.114], [-2.452, -0.902, -4.806], [-1.638, -1.838, -4.270], [-1.822, -3.347, -2.883], [-4.049, -2.165, -2.236], [-4.499, -0.384, -4.047], [-2.320, -0.034, -5.434], [-0.646, -2.178, -4.528]]}

[2]
{"formula": "C24H31N5O4S", "method": "ωB97M-V/def2-TZVPD", "relative_energy_kcal_mol": 0.8, "spin_multiplicity": 1, "elements": ["C", "C", "N", "O", "C", "C", "C", "H", "H", "S", "C", "C", "O", "N", "C", "C", "N", "H", "H", "N", "C", "O", "N", "C", "O", "H", "C", "C", "C", "C", "C", "C", "C", "H", "H", "H", "H", "H", "H", "H", "C", "C", "H", "H", "C", "C", "H", "H", "H", "C", "H", "H", "H", "H", "H", "H", "H", "H", "C", "H", "H", "H", "H", "H", "H"], "coordinates": [[6.253, 0.112, 2.365], [6.196, -0.466, 1.001], [7.160, -1.188, 0.501], [6.783, -1.565, -0.749], [5.565, -1.067, -1.020], [5.132, -0.341, 0.059], [3.859, 0.385, 0.245], [4.013, 1.328, 0.770], [3.359, 0.554, -0.708], [2.716, -0.610, 1.295], [1.622, 0.725, 1.886], [1.129, 1.643, 0.784], [1.365, 2.835, 0.823], [0.399, 1.077, -0.208], [0.149, -0.316, -0.307], [-0.836, -0.908, 0.445], [-1.514, -0.208, 1.398], [-2.427, -0.536, 1.671], [-1.423, 0.795, 1.325], [-1.109, -2.245, 0.309], [-0.400, -3.061, -0.565], [-0.639, -4.239, -0.682], [0.565, -2.425, -1.291], [0.908, -1.076, -1.263], [1.760, -0.646, -2.017], [1.098, -3.012, -1.923], [-2.195, -2.859, 1.059], [-3.529, -2.240, 0.719], [-3.833, -1.913, -0.598], [-5.044, -1.322, -0.910], [-5.968, -1.060, 0.087], [-5.679, -1.396, 1.399], [-4.464, -1.978, 1.715], [-4.240, -2.238, 2.740], [-6.398, -1.200, 2.180], [-6.912, -0.597, -0.158], [-5.267, -1.067, -1.935], [-3.118, -2.126, -1.379], [-1.989, -2.787, 2.131], [-2.187, -3.917, 0.774], [0.013, 1.877, -1.363], [-1.506, 1.946, -1.519], [-1.733, 2.362, -2.501], [-1.906, 0.927, -1.496], [-2.194, 2.795, -0.442], [-3.671, 2.417, -0.333], [-4.159, 3.000, 0.444], [-4.177, 2.616, -1.275], [-3.795, 1.361, -0.099], [-2.048, 4.285, -0.740], [-2.536, 4.874, 0.032], [-1.000, 4.570, -0.770], [-2.504, 4.528, -1.698], [-1.709, 2.605, 0.524], [0.461, 1.429, -2.255], [0.436, 2.870, -1.214], [0.798, 0.222, 2.390], [2.175, 1.331, 2.605], [4.960, -1.353, -2.342], [5.450, -0.760, -3.114], [5.096, -2.404, -2.588], [3.901, -1.111, -2.330], [5.420, -0.264, 2.957], [6.177, 1.198, 2.317], [7.190, -0.163, 2.840]]}

[3]
{"formula": "C24H32BrClNO4", "method": "ωB97M-V/def2-TZVPD", "total_charge": 1, "spin_multiplicity": 1, "elements": ["C", "C", "C", "C", "C", "N", "C", "C", "C", "C", "C", "C", "C", "C", "C", "C", "Br", "C", "C", "O", "C", "C", "O", "C", "Cl", "H", "H", "H", "H", "H", "H", "H", "H", "H", "H", "H", "H", "H", "H", "H", "H", "H", "H", "H", "H", "H", "H", "H", "H", "H", "H", "O", "C", "O", "C", "C", "C", "H", "H", "H", "H", "H", "H"], "coordinates": [[4.107, 3.011, 3.012], [4.041, 2.350, 2.011], [3.814, 1.571, 0.765], [2.307, 1.186, 0.689], [1.592, 1.868, -0.507], [0.136, 1.716, -0.281], [-0.663, 2.581, -1.236], [-1.214, 3.828, -0.573], [-1.114, 5.037, -1.279], [-1.637, 6.213, -0.741], [-2.254, 6.222, 0.520], [-2.345, 5.022, 1.235], [-3.001, 4.954, 2.607], [-1.823, 3.838, 0.685], [-0.320, 0.312, -0.414], [0.486, -0.714, 0.413], [-0.310, -0.706, 2.234], [0.482, -2.120, -0.233], [-0.883, -2.625, -0.763], [-1.992, -2.262, 0.064], [-3.062, -1.767, -0.625], [-3.857, -0.694, 0.131], [-3.407, -2.135, -1.713], [2.052, -0.327, 0.571], [2.673, -1.072, 2.092], [3.897, 3.616, 3.874], [4.072, 2.207, -0.094], [4.430, 0.664, 0.809], [1.795, 1.543, 1.598], [1.861, 1.324, -1.428], [1.888, 2.918, -0.616], [-0.072, 2.037, 0.672], [0.012, 2.895, -2.043], [-1.452, 1.977, -1.705], [-0.644, 5.100, -2.264], [-1.564, 7.144, -1.304], [-2.647, 7.152, 0.929], [-3.584, 5.853, 2.834], [-3.695, 4.100, 2.640], [-2.234, 4.755, 3.368], [-1.916, 2.924, 1.283], [-0.409, -0.004, -1.465], [-1.348, 0.292, -0.025], [1.141, -2.046, -1.116], [0.955, -2.819, 0.469], [-0.995, -2.325, -1.813], [-0.831, -3.726, -0.765], [-4.009, 0.183, -0.506], [-4.795, -1.117, 0.509], [-3.279, -0.376, 1.014], [2.642, -0.782, -0.235], [2.677, -5.137, 0.721], [2.019, -5.779, -0.045], [0.666, -5.874, 0.037], [0.181, -6.802, -0.952], [1.266, -6.856, -2.014], [2.530, -6.624, -1.193], [0.021, -7.769, -0.470], [-0.770, -6.446, -1.345], [1.269, -7.787, -2.578], [1.132, -6.035, -2.722], [2.933, -7.555, -0.792], [3.294, -6.093, -1.755]]}

[4]
{"formula": "C24H32BrF3N2O2PS2", "method": "ωB97M-V/def2-TZVPD", "total_charge": -1, "spin_multiplicity": 1, "elements": ["C", "C", "N", "C", "C", "C", "C", "C", "C", "S", "S", "C", "C", "C", "C", "C", "Br", "C", "C", "P", "C", "C", "C", "C", "C", "N", "H", "H", "H", "H", "H", "H", "H", "H", "H", "H", "H", "H", "H", "H", "H", "H", "H", "H", "H", "H", "H", "H", "H", "H", "H", "H", "C", "C", "O", "C", "O", "C", "F", "F", "F", "H", "H", "H", "H", "H", "H"], "coordinates": [[5.078, -2.310, 0.460], [4.702, -2.508, 1.981], [3.246, -2.562, 2.272], [2.489, -1.573, 1.581], [1.437, -2.026, 0.651], [0.597, -1.109, -0.096], [0.851, 0.339, 0.060], [1.872, 0.841, 0.957], [2.667, -0.132, 1.726], [3.902, 0.547, 2.880], [-0.251, 1.409, -0.938], [-1.836, 0.517, -0.731], [-3.099, 1.213, -0.567], [-3.145, 2.784, -0.604], [-3.837, 3.241, 0.751], [-3.211, 2.539, 2.010], [-3.872, 5.207, 0.930], [-4.315, 0.413, -0.369], [-4.251, -1.039, -0.335], [-5.726, -2.143, -0.035], [-6.306, -2.966, -1.621], [-5.112, -3.556, 1.076], [-5.752, -3.528, 2.516], [-2.944, -1.705, -0.548], [-1.710, -0.959, -0.749], [-0.441, -1.623, -0.951], [5.897, -3.057, 0.234], [5.533, -1.308, 0.229], [4.245, -2.570, -0.248], [5.120, -3.509, 2.296], [5.196, -1.758, 2.647], [2.866, -3.498, 2.139], [1.301, -3.135, 0.535], [1.990, 1.940, 1.045], [3.187, 1.225, 3.851], [-3.857, 3.054, -1.435], [-2.139, 3.241, -0.754], [-4.905, 2.899, 0.669], [-3.657, 1.516, 2.116], [-2.095, 2.454, 1.971], [-3.468, 3.136, 2.922], [-5.286, 0.946, -0.220], [-7.032, -3.776, -1.347], [-5.409, -3.400, -2.136], [-6.766, -2.180, -2.265], [-3.994, -3.537, 1.205], [-5.351, -4.518, 0.547], [-5.792, -2.481, 2.907], [-5.067, -4.119, 3.192], [-6.744, -4.048, 2.577], [-2.849, -2.822, -0.534], [-0.564, -2.630, -0.854], [3.144, 2.109, -2.930], [3.190, 2.994, -1.695], [4.384, 2.881, -0.952], [5.588, 3.573, -1.429], [5.356, 4.833, -1.674], [6.291, 2.833, -2.623], [6.208, 1.476, -2.489], [7.618, 3.108, -2.652], [5.813, 3.121, -3.850], [3.564, 1.122, -2.724], [2.111, 1.992, -3.276], [3.702, 2.549, -3.754], [2.400, 2.651, -1.018], [2.949, 4.035, -1.936], [6.287, 3.349, -0.596]]}

Values for E_HOMO, eV, ordered as above
-7.815 -8.280 -12.241 -3.548
Values for orbital gap, eV, ordered as above
8.24 8.68 9.85 5.46
Values for E, eV, ordered as above
-36933.0542 -51868.7698 -117644.4626 -141635.1907